A cluster of 2 separate species, C4H14N2O2 in total in a non-equilibrium geometry, computed with ωB97M-V/def2-TZVPD.

Cartesian coordinates (Å):
C -1.3407 2.1352 0.5388
C -2.1186 0.8502 0.7049
O -2.8254 0.6237 -0.5095
C -1.2052 -0.3711 1.0312
N 0.2202 -0.1692 0.5664
C 1.2383 -0.6735 1.5192
N 2.2880 0.3570 1.6185
H -1.1790 2.2324 -0.5213
H -0.3720 2.2385 1.0041
H -2.0357 2.9518 0.6820
H -2.7842 0.8972 1.5678
H -3.5723 0.0352 -0.3756
H -1.0336 -0.2239 2.1062
H -1.5372 -1.3649 0.7462
H 0.2354 -0.6591 -0.3289
H 0.7046 -0.7929 2.4540
H 1.8196 -1.5156 1.2134
H 2.5702 0.6411 0.6905
H 1.7950 1.1848 1.9498
O 3.0380 -2.3724 -4.5719
H 3.7553 -2.9404 -4.2896
H 3.3963 -1.6274 -5.0727

Computed properties:
2S+1 = 1
strongest force on any atom = 3.2 eV Å⁻¹
LUMO level = 0.031 hartree
calculated total energy = -420.7403 hartree
SMILES = C[C@@H](O)CNCN.O
HOMO = -8.85 eV